ORCA calculation (wB97M-V/def2-TZVPD) on the molecule C6H10O.

Each line ends with the Mulliken charge.
Geometry (Å):
C: -2.1167 -0.2760 0.4810  -1.577
C: -1.0235 0.1210 -0.5003  0.518
C: 0.0976 -0.9507 -0.6144  -0.950
C: 1.0494 0.0246 0.0719  0.857
C: 2.4975 0.1427 -0.0266  -0.519
O: 1.8758 -0.3358 1.1631  -0.522
C: -0.0107 1.1204 0.1312  -0.992
H: -1.6608 -0.4980 1.4542  0.373
H: -2.8480 0.5252 0.6336  0.354
H: -2.6449 -1.1858 0.1844  0.363
H: -1.4421 0.4428 -1.4622  0.418
H: -0.1075 -1.8577 -0.0357  0.295
H: 0.3878 -1.2433 -1.6299  0.300
H: 3.0536 -0.5976 -0.6009  0.238
H: 2.9556 1.1281 0.0546  0.239
H: 0.2245 2.0189 -0.4509  0.303
H: -0.2875 1.4211 1.1467  0.303

Atomic forces in eV per Å
-0.01 -0.07 0.19
-0.19 0.00 -0.01
0.02 -0.15 -0.04
-0.04 0.05 -0.18
0.14 0.10 -0.26
-0.10 -0.04 0.14
-0.01 0.15 0.07
-0.06 0.07 -0.09
0.09 -0.09 -0.06
-0.02 0.11 -0.18
0.11 -0.08 0.23
0.09 0.12 -0.04
-0.04 0.12 0.17
-0.03 0.07 0.13
-0.02 -0.14 0.00
-0.04 -0.21 0.05
0.11 -0.01 -0.10

Results
SMILES ... C[C@H]1C[C@]2(CO2)C1
Molecular weight ... 98.14 Da
Maximum force ... 0.31 eV Å⁻¹
Highest occupied orbital energy ... -10.048 eV
E_LUMO ... 1.04 eV